1.
{"formula": "C5H12N2O", "method": "ωB97M-V/def2-TZVPD", "total_charge": 0, "energy_ha": -382.28041, "lumo_ev": 0.862, "de_lowest_kj_mol": 583.16, "elements": ["C", "C", "C", "C", "C", "N", "O", "N", "H", "H", "H", "H", "H", "H", "H", "H", "H", "H", "H", "H"], "positions_angstrom": [[-1.13, -0.63, 0.82], [0.79, 0.30, -0.18], [1.46, -0.95, -0.72], [1.42, 0.82, 1.10], [-1.06, 0.25, -0.33], [-1.68, 1.50, -0.31], [-0.84, -1.91, 0.88], [-1.62, -0.84, -0.98], [-1.14, -2.01, -0.50], [-1.46, -0.14, 1.74], [0.86, 1.08, -0.95], [-1.43, 2.04, 0.51], [-1.51, 2.05, -1.15], [-2.36, -0.64, -1.63], [1.48, -1.73, 0.04], [1.40, 0.06, 1.88], [0.93, -1.34, -1.58], [2.48, -0.73, -1.03], [0.92, 1.72, 1.46], [2.47, 1.08, 0.93]], "mulliken_charge": [-0.435, 0.570, -1.550, -1.385, 0.729, -0.640, -0.566, -0.617, 0.418, 0.365, 0.227, 0.259, 0.266, 0.154, 0.315, 0.330, 0.370, 0.448, 0.340, 0.402]}

=====

2.
{"formula": "C5H12N2O", "method": "ωB97M-V/def2-TZVPD", "total_charge": 0, "energy_ha": -382.26249, "lumo_ev": [0.552, 0.552], "de_lowest_kj_mol": 630.22, "elements": ["C", "C", "C", "O", "H", "H", "H", "H", "H", "H", "N", "N", "C", "C", "H", "H", "H", "H", "H", "H"], "positions_angstrom": [[2.34, -1.15, 0.22], [1.91, 0.27, 0.18], [2.53, 1.31, -0.34], [-0.01, 0.43, 0.45], [0.90, 0.47, 1.09], [2.40, -1.51, 1.25], [3.33, -1.27, -0.24], [1.62, -1.77, -0.31], [2.07, 2.29, -0.38], [3.52, 1.22, -0.78], [-2.16, -1.58, 0.21], [-2.27, 1.00, -1.24], [-2.09, -0.33, 0.79], [-2.13, 0.86, 0.14], [-1.51, -2.31, 0.45], [-2.35, -1.67, -0.78], [-1.67, 0.37, -1.75], [-2.08, 1.94, -1.55], [-2.08, -0.33, 1.87], [-2.24, 1.76, 0.73]], "mulliken_charge": [-1.009, 0.496, -0.840, -0.435, 0.168, 0.276, 0.373, 0.239, 0.286, 0.280, -0.499, -0.617, -0.304, -0.060, 0.206, 0.252, 0.220, 0.269, 0.354, 0.348]}

=====

3.
{"formula": "C5H12N2O", "method": "ωB97M-V/def2-TZVPD", "total_charge": 0, "energy_ha": -382.21247, "lumo_ev": 0.644, "de_lowest_kj_mol": 761.56, "elements": ["C", "N", "C", "O", "C", "C", "C", "N", "H", "H", "H", "H", "H", "H", "H", "H", "H", "H", "H", "H"], "positions_angstrom": [[-0.57, 1.93, 0.16], [0.85, 2.30, -0.15], [1.75, 1.41, 0.52], [1.55, 0.62, 1.38], [-1.17, 0.59, -0.41], [-0.13, -0.43, -0.84], [-0.79, -1.75, -1.21], [-2.39, 0.48, -0.72], [-0.59, 1.82, 1.24], [-1.22, 2.65, -0.34], [1.22, 2.57, 0.93], [2.72, 1.29, 0.02], [-0.48, 0.32, -1.68], [2.31, -3.53, 2.80], [0.93, -0.38, -0.71], [-0.09, -2.46, -1.65], [-1.47, -1.53, -2.03], [-1.21, -2.27, -0.35], [1.89, -4.07, 3.08], [-3.11, 0.46, -0.02]], "mulliken_charge": [-0.394, -0.503, -0.207, -0.418, 0.277, -0.184, -1.072, -0.700, 0.307, 0.390, 0.327, 0.475, 0.100, -0.054, 0.448, 0.373, 0.281, 0.256, 0.056, 0.243]}

=====

4.
{"formula": "C5H12N2O", "method": "ωB97M-V/def2-TZVPD", "total_charge": 0, "energy_ha": -382.38803, "lumo_ev": 0.779, "smiles": "CC(C)=N.CC(N)=O", "de_lowest_kj_mol": 300.63, "elements": ["C", "C", "N", "O", "H", "H", "H", "H", "H", "C", "C", "C", "N", "H", "H", "H", "H", "H", "H", "H"], "positions_angstrom": [[-1.53, -2.10, 0.45], [-0.28, -1.40, -0.01], [0.12, -1.64, -1.28], [0.53, -0.89, 0.83], [-0.55, -1.97, -1.95], [0.87, -1.04, -1.61], [-2.35, -1.93, -0.24], [-1.34, -3.18, 0.45], [-1.77, -1.81, 1.47], [-0.58, 1.45, -0.71], [1.01, 1.83, 1.34], [0.90, 0.99, 0.10], [1.85, 0.73, -0.72], [2.49, 0.00, -0.42], [1.74, 1.37, 2.01], [-0.60, 1.07, -1.73], [-1.51, 1.26, -0.16], [-0.42, 2.52, -0.76], [1.36, 2.83, 1.07], [0.06, 1.91, 1.85]], "mulliken_charge": [-1.312, 0.700, -0.317, -0.621, 0.210, 0.365, 0.384, 0.362, 0.298, -1.286, -1.351, 1.026, -0.844, 0.265, 0.377, 0.308, 0.326, 0.467, 0.336, 0.307]}